{"formula": "C2H2N2O3", "method": "ωB97M-V/def2-TZVPD", "orbital_gap_ev": 11.3, "total_charge": 0, "smiles": "N#C[C@@H](O)[N+](=O)[O-]", "symbols": ["N", "C", "C", "O", "N", "O", "O", "H", "H"], "positions_angstrom": [[-1.445058, 2.204844, -0.518668], [-0.758174, 1.398035, -0.073240], [0.154086, 0.188026, 0.538996], [-0.511535, -0.732065, 1.207500], [0.664321, -0.482436, -0.712692], [1.498772, 0.098072, -1.365072], [0.131940, -1.559275, -0.981971], [0.994433, 0.477151, 1.076657], [-0.728783, -1.592352, 0.828489]], "forces_ev_per_angstrom": [[0.253, -0.247, 0.161], [1.401, -1.738, 1.270], [-2.570, 0.318, -2.750], [-1.364, -0.005, 2.866], [0.037, -0.847, -1.621], [-0.246, -0.302, 0.324], [0.884, 0.981, -0.013], [1.368, 1.386, 0.782], [0.237, 0.454, -1.019]]}

=====

{"formula": "C13H31ClF3O10P2S2", "method": "ωB97M-V/def2-TZVPD", "orbital_gap_ev": 3.1, "total_charge": 1, "symbols": ["O", "S", "O", "S", "Cl", "C", "F", "F", "F", "H", "O", "P", "O", "C", "C", "O", "C", "C", "O", "C", "C", "H", "H", "H", "H", "H", "H", "H", "H", "H", "H", "H", "H", "H", "H", "H", "O", "P", "O", "C", "C", "O", "C", "C", "O", "C", "C", "H", "H", "H", "H", "H", "H", "H", "H", "H", "H", "H", "H", "H", "H", "H"], "positions_angstrom": [[-0.562681, 5.002446, -2.103370], [-0.955167, 5.614923, -3.502653], [-1.350731, 7.115544, -3.272846], [0.773381, 5.390135, -4.722398], [1.230850, 3.319163, -4.537493], [-2.456071, 4.772509, -4.267193], [-2.339945, 4.920120, -5.751248], [-2.619650, 3.345854, -3.837337], [-3.697864, 5.498132, -3.829721], [0.470621, 5.578431, -6.086226], [0.620925, -0.916499, -3.576867], [-0.673079, -1.706025, -3.261039], [-1.309917, -0.535806, -2.277153], [-1.883773, 0.605496, -2.887664], [-3.205730, 0.274593, -3.547516], [0.002007, -2.644004, -2.061366], [1.399101, -2.898096, -2.048155], [2.125420, -1.874388, -1.191296], [-2.118846, -2.588148, -2.908170], [-2.616434, -3.348306, -3.999696], [-1.613696, -4.377938, -4.485625], [-1.183704, 1.039818, -3.608308], [-2.048480, 1.346165, -2.098728], [-3.051018, -0.350545, -4.434229], [-3.723642, 1.184919, -3.867404], [-3.859549, -0.285529, -2.869493], [1.798049, -2.932265, -3.067029], [1.549974, -3.894578, -1.619752], [1.845753, -0.847489, -1.444298], [3.209134, -1.976717, -1.302164], [1.869788, -2.011242, -0.135822], [-2.892574, -2.670554, -4.812983], [-3.527028, -3.851688, -3.661214], [-0.721676, -3.896933, -4.897316], [-2.052472, -5.002840, -5.268691], [-1.283008, -5.018133, -3.660885], [0.109489, 0.102118, 6.067165], [1.085165, 0.099512, 4.864838], [0.252027, -1.052922, 4.015849], [-0.931772, -0.658860, 3.346564], [-0.623888, 0.185206, 2.127863], [2.198990, -0.921257, 5.566400], [2.297612, -1.015121, 6.979931], [1.430059, -2.146066, 7.507224], [2.175272, 0.096600, 3.521499], [2.708818, 1.373789, 3.203723], [3.482923, 1.975869, 4.361314], [-1.594781, -0.125875, 4.035334], [-1.445928, -1.572956, 3.033180], [-0.243118, 1.169340, 2.423645], [-1.522682, 0.343428, 1.522562], [0.145797, -0.282944, 1.503882], [2.050172, -0.058719, 7.451631], [3.344397, -1.223178, 7.225328], [0.408613, -2.102202, 7.118032], [1.386722, -2.122557, 8.600279], [1.835933, -3.113942, 7.196441], [1.893768, 2.038557, 2.902373], [3.372054, 1.247585, 2.342715], [2.826235, 2.179894, 5.212014], [3.951369, 2.917942, 4.062526], [4.258488, 1.286238, 4.711038]], "forces_ev_per_angstrom": [[-1.095, 1.263, -6.779], [-2.461, 4.546, 9.993], [1.909, -5.949, -2.705], [1.877, -1.930, -0.849], [-0.773, 2.322, -0.430], [-5.136, -1.919, -1.807], [-0.218, -0.777, 5.188], [1.039, 5.678, -1.935], [5.165, -2.754, -1.655], [-0.304, -0.494, 0.991], [-2.202, -1.320, -3.767], [2.361, 1.225, 9.625], [-0.293, 0.547, -0.707], [-0.230, -0.007, 0.393], [-0.291, -0.075, -0.232], [-0.504, -0.490, -1.549], [0.638, 0.075, 0.183], [0.044, 0.141, 0.234], [0.886, 0.656, -3.606], [-0.452, -0.804, -0.321], [-0.062, -0.209, 0.170], [0.095, 0.047, -0.077], [0.130, -0.152, 0.048], [-0.059, 0.065, -0.011], [0.029, -0.169, 0.008], [0.190, 0.192, -0.062], [-0.037, 0.136, 0.170], [-0.234, 0.098, -0.030], [0.032, -0.167, -0.192], [-0.106, -0.024, 0.040], [0.064, -0.074, -0.114], [-0.192, -0.106, -0.065], [0.104, 0.173, 0.086], [0.102, 0.067, -0.123], [0.095, 0.095, 0.058], [-0.116, 0.108, -0.133], [0.917, 4.190, -1.789], [0.186, -9.883, 1.579], [-0.302, 0.676, -0.232], [-0.247, -0.228, -0.217], [0.071, 0.228, -0.296], [0.351, 1.581, -0.296], [-0.139, -0.254, 0.558], [-0.113, -0.237, 0.005], [-1.292, 3.329, 0.888], [0.620, 0.338, -0.243], [0.245, -0.072, -0.004], [-0.028, -0.034, 0.005], [0.153, 0.036, 0.146], [-0.047, 0.039, -0.031], [0.092, -0.015, 0.091], [-0.201, -0.012, 0.122], [-0.107, -0.194, -0.062], [-0.046, 0.031, -0.236], [0.138, 0.222, 0.090], [0.030, -0.015, -0.106], [0.040, 0.128, 0.068], [0.083, 0.129, -0.159], [-0.130, -0.125, 0.053], [-0.070, 0.085, 0.067], [-0.073, -0.067, 0.077], [-0.126, 0.109, -0.118]]}

=====

{"formula": "C12H16ClN3O5P2", "method": "ωB97M-V/def2-TZVPD", "orbital_gap_ev": 8.3, "total_charge": 0, "smiles": "N=P(O)(O)[C@@H](OC=O)P(O)Cl.c1ccncc1.c1ccncc1", "symbols": ["N", "P", "O", "O", "C", "O", "C", "O", "P", "O", "Cl", "H", "H", "H", "H", "H", "H", "C", "C", "C", "N", "C", "C", "H", "H", "H", "H", "H", "C", "C", "C", "N", "C", "C", "H", "H", "H", "H", "H"], "positions_angstrom": [[1.694857, -3.553426, -1.468315], [1.702761, -2.427897, -2.660778], [2.796567, -1.129703, -2.258415], [2.180864, -3.298098, -4.123320], [-0.140583, -1.850613, -2.853666], [-0.950538, -3.076996, -2.755421], [-2.362917, -2.793729, -2.454543], [-2.870350, -3.237616, -1.276254], [-0.653414, -0.487919, -1.620966], [-0.209678, 1.107466, -2.233880], [0.444290, -0.699020, 0.216261], [2.350075, -3.261038, -0.685626], [3.056836, -0.579806, -3.054465], [1.529718, -2.984279, -4.845001], [-0.287668, -1.401926, -3.942330], [-3.038663, -2.249749, -3.241740], [0.008432, 1.059282, -3.217049], [2.953170, 3.268581, 0.826445], [2.982694, 4.653660, 0.949666], [2.034073, 5.393509, 0.261998], [1.082128, 4.847601, -0.526125], [1.079684, 3.500699, -0.627639], [1.983558, 2.676736, 0.023520], [3.679769, 2.655341, 1.351461], [3.726159, 5.145395, 1.566686], [2.013655, 6.477399, 0.328516], [0.306298, 3.086767, -1.268609], [1.933517, 1.600061, -0.092807], [-1.641956, -0.494728, 3.663943], [-1.862538, -1.361951, 2.599158], [-3.045020, -2.083983, 2.575670], [-3.997026, -1.997850, 3.530457], [-3.753922, -1.148991, 4.552610], [-2.604653, -0.382726, 4.661834], [-0.727425, 0.088861, 3.715982], [-1.131555, -1.472735, 1.806286], [-3.264951, -2.771510, 1.764130], [-4.533268, -1.099625, 5.307919], [-2.462981, 0.284556, 5.504407]], "forces_ev_per_angstrom": [[1.060, 3.423, -1.574], [1.864, -4.052, 2.871], [-2.070, -1.079, -2.770], [-2.728, 3.474, 0.792], [1.432, 0.180, -2.621], [-1.949, 2.491, 0.829], [-2.029, -2.774, 6.758], [3.488, 3.010, -8.467], [-0.947, 1.638, 0.838], [0.442, -3.128, -1.245], [0.006, 0.230, -1.974], [-1.022, -0.431, -1.252], [-0.336, -0.844, 1.162], [1.549, -0.843, 1.257], [0.111, -0.518, 2.016], [1.576, -0.999, 1.322], [-0.248, 0.163, 1.766], [-0.005, 0.000, -0.009], [-0.027, -0.259, -0.029], [-0.696, -0.277, -0.569], [0.732, -0.496, 0.526], [-0.181, 0.949, -0.065], [0.237, 0.117, 0.141], [-0.078, 0.065, -0.055], [-0.078, -0.023, -0.056], [0.037, -0.074, 0.019], [0.151, 0.047, 0.168], [-0.007, 0.140, -0.011], [-0.028, -0.023, -0.020], [0.030, 0.119, 0.243], [-0.757, -0.054, 0.593], [0.839, 0.570, 0.073], [-0.255, -0.609, -0.659], [0.176, -0.030, -0.198], [-0.086, -0.050, -0.009], [-0.320, -0.073, 0.282], [0.071, 0.059, 0.024], [0.078, 0.027, -0.036], [-0.034, -0.066, -0.061]]}